1.
18
Properties=species:S:1:pos:R:3 method="wB97M-V/def2-TZVPD" relative_energy_kcal_mol=134.1 e_tot_ev=-22231.2411 charge=-2 e_homo_ev=1.013
C 0.98 1.73 -0.43
C -0.86 -0.80 -1.27
C -1.16 0.43 -0.39
C 0.08 -1.61 -0.40
C 0.15 0.61 0.37
N 0.89 -0.68 0.25
O 0.41 2.04 -1.49
O 1.30 -1.21 1.50
O 2.09 1.91 0.08
P -0.16 1.06 2.19
H -1.67 -1.40 -1.66
H -0.35 -0.51 -2.35
H -1.37 1.33 -0.88
H -2.13 0.11 0.13
H -0.46 -2.29 0.44
H 0.75 -2.44 -0.90
H 0.77 2.08 2.50
H 0.75 -0.37 2.30


2.
14
Properties=species:S:1:pos:R:3 method="wB97M-V/def2-TZVPD" relative_energy_kcal_mol=85.4 e_tot_ev=-8832.5008 smiles=OCC#C[C@H]1CN1 e_homo_ev=-9.115
O 2.10 -0.14 2.45
C 2.14 0.53 1.21
C 0.87 0.44 0.50
C -0.25 0.33 0.07
C -1.51 0.18 -0.58
C -1.47 -0.46 -1.91
N -2.18 -1.10 -0.80
H 1.29 0.15 2.90
H 2.40 1.59 1.33
H 2.93 0.06 0.61
H -2.23 0.98 -0.46
H -0.59 -0.98 -2.30
H -1.97 0.22 -2.57
H -1.54 -1.80 -0.44


3.
10
Properties=species:S:1:pos:R:3 method="wB97M-V/def2-TZVPD" relative_energy_kcal_mol=60.6 e_tot_ev=-20482.9500 smiles="O=S1(=O)N=NCN1" e_homo_ev=-11.034
C -1.12 -0.54 0.10
N -0.60 -0.17 1.38
N 0.61 0.31 1.39
N -0.02 -0.37 -0.85
O 2.51 0.54 -0.45
O 0.53 2.01 -0.40
S 1.14 0.72 -0.11
H -1.68 -1.43 0.11
H -1.85 0.16 -0.12
H 0.46 -1.23 -1.05


4.
40
Properties=species:S:1:pos:R:3 method="wB97M-V/def2-TZVPD" e_tot_ev=-36198.7835 smiles="CC(=O)Oc1ccc(N2C(=O)c3cccc4c([N+](=O)[O-])ccc(c34)C2=O)cc1" e_homo_ev=-9.149
C 7.77 0.41 -0.06
C 6.37 0.35 0.49
O 6.07 0.36 1.65
O 5.49 0.25 -0.53
C 4.12 0.19 -0.35
C 3.41 -0.51 -1.32
C 2.04 -0.60 -1.25
C 1.37 0.02 -0.20
C 2.07 0.72 0.77
C 3.45 0.81 0.70
H 3.99 1.36 1.45
H 1.54 1.19 1.58
N -0.06 -0.07 -0.12
C -0.77 1.11 -0.21
O -0.21 2.17 -0.38
C -2.24 1.00 -0.11
C -3.00 2.15 -0.16
C -4.39 2.08 -0.07
C -5.01 0.86 0.06
C -4.28 -0.36 0.14
C -4.85 -1.63 0.32
C -4.06 -2.75 0.40
C -2.67 -2.65 0.30
C -2.07 -1.42 0.13
C -2.86 -0.25 0.05
C -0.60 -1.35 0.04
O 0.11 -2.32 0.11
H -2.04 -3.53 0.36
H -4.51 -3.72 0.55
H -5.92 -1.73 0.40
N -6.46 0.88 0.11
O -6.97 1.88 0.57
O -7.07 -0.07 -0.34
H -4.99 2.97 -0.11
H -2.50 3.10 -0.27
H 1.49 -1.14 -2.00
H 3.96 -0.98 -2.12
H 8.01 -0.54 -0.53
H 8.47 0.59 0.75
H 7.83 1.19 -0.81


5.
13
Properties=species:S:1:pos:R:3 method="wB97M-V/def2-TZVPD" relative_energy_kcal_mol=4.8 e_tot_ev=-9820.7526 smiles="CNC(=O)O.O" e_homo_ev=-10.270
C 1.07 -1.77 -1.06
N 0.96 -0.61 -0.20
C -0.17 -0.19 0.42
O -1.18 -1.10 0.31
O -0.35 0.89 0.94
H 1.44 -1.52 -2.06
H 1.72 -2.54 -0.66
H 0.08 -2.17 -1.22
H 1.63 0.13 -0.35
H -1.93 -0.68 0.76
H -1.27 3.26 0.28
H -0.61 2.93 1.62
O -1.38 3.38 1.23


6.
61
Properties=species:S:1:pos:R:3 method="wB97M-V/def2-TZVPD" e_tot_ev=-94094.6521 charge=-1 e_homo_ev=-6.119
Na -0.32 -0.09 -0.11
C -4.36 2.85 0.55
F -5.03 3.86 -0.02
F -4.33 3.09 1.87
F -5.03 1.73 0.30
S -2.59 2.72 -0.13
O -2.29 1.31 0.09
O -2.73 3.10 -1.52
O -1.81 3.63 0.68
C -0.20 -0.08 -4.84
F 0.35 -1.30 -4.90
F -0.15 0.46 -6.07
F -1.49 -0.19 -4.50
S 0.75 1.05 -3.62
O 2.08 1.15 -4.21
O -0.01 2.29 -3.73
O 0.60 0.38 -2.33
C -2.10 -3.57 -4.23
C -3.37 -2.76 -4.29
O -3.58 -2.48 -2.89
C -2.37 -2.47 -2.30
O -2.13 -1.97 -1.24
O -1.45 -3.00 -3.10
H -1.47 -3.50 -5.12
H -2.31 -4.62 -4.00
H -4.20 -3.33 -4.70
H -3.32 -1.80 -4.81
C 4.32 -1.67 1.82
C 4.42 -3.12 1.36
O 3.69 -3.11 0.14
C 2.83 -2.07 0.16
O 2.01 -1.83 -0.65
O 3.05 -1.30 1.28
H 5.11 -1.08 1.34
H 4.27 -1.57 2.90
H 3.95 -3.75 2.11
H 5.44 -3.44 1.15
C 2.42 1.89 3.40
O 2.38 2.84 2.37
C 1.75 2.49 1.25
O 1.21 1.44 1.02
O 1.90 3.44 0.38
C 1.23 3.31 -0.88
H 1.46 1.44 3.63
H 2.72 2.42 4.31
H 3.16 1.12 3.18
H 1.40 2.31 -1.27
H 1.64 4.02 -1.59
H 0.16 3.47 -0.77
C 1.16 -1.74 4.04
O 0.07 -0.94 4.45
C -0.71 -0.42 3.51
O -0.66 -0.65 2.33
O -1.60 0.38 4.10
C -2.41 1.18 3.25
H 1.58 -1.32 3.12
H 0.83 -2.73 3.69
H 1.87 -1.81 4.85
H -3.09 1.72 3.91
H -2.94 0.63 2.48
H -1.80 1.97 2.79


7.
13
Properties=species:S:1:pos:R:3 method="wB97M-V/def2-TZVPD" relative_energy_kcal_mol=0.0 e_tot_ev=-20200.7316 e_homo_ev=-8.835
C -1.42 -0.14 0.16
C 0.49 1.46 0.17
C 1.63 0.76 0.22
H -3.04 -1.17 -0.20
H -2.49 -0.27 -1.53
H -0.25 -0.61 1.61
H -1.38 1.76 -0.55
H 0.53 2.49 0.52
H 2.57 1.22 0.61
N -2.62 -0.31 -0.52
N -1.08 -0.92 1.11
N -0.75 1.02 -0.29
Cl 1.82 -0.85 -0.34


8.
51
Properties=species:S:1:pos:R:3 method="wB97M-V/def2-TZVPD" e_tot_ev=-70148.2134 multiplicity=6 charge=+2 e_homo_ev="-10.525 / -13.252"
Ru 0.60 -0.35 0.11
S -0.49 -1.63 4.26
C 0.51 -0.20 4.43
C 0.93 0.42 5.59
C 1.72 1.56 5.47
C 2.08 2.06 4.21
C 1.66 1.44 3.05
C 0.86 0.29 3.15
N 0.37 -0.44 2.12
C -0.38 -1.48 2.55
C -1.01 -2.28 1.55
C -1.83 -3.39 1.81
C -2.35 -4.11 0.75
C -2.08 -3.74 -0.56
C -1.27 -2.63 -0.83
C -0.75 -1.88 0.21
H 0.66 0.04 6.55
H 2.05 2.07 6.36
H 2.71 2.93 4.16
H 1.95 1.79 2.07
H -2.03 -3.68 2.83
H -2.97 -4.97 0.94
H -2.48 -4.32 -1.38
H -1.06 -2.37 -1.86
Cl 4.79 -0.17 -5.98
C 3.59 -0.16 -4.77
C 2.24 -0.13 -5.13
C 1.28 -0.16 -4.13
Cl -0.39 -0.13 -4.53
C 1.60 -0.22 -2.75
O 0.65 -0.29 -1.88
C 3.01 -0.17 -2.39
C 3.42 -0.04 -1.04
O 2.68 0.04 -0.02
C 3.97 -0.18 -3.42
H 1.95 -0.11 -6.16
H 4.50 0.05 -0.87
H 5.01 -0.21 -3.17
N -4.31 2.15 -1.55
C -3.07 2.59 -0.85
C -2.06 1.43 -0.75
N -0.83 1.79 -0.06
H -4.99 2.91 -1.62
H -4.75 1.36 -1.05
H -4.08 1.83 -2.51
H -3.35 2.94 0.15
H -2.64 3.43 -1.40
H -1.79 1.08 -1.75
H -2.52 0.60 -0.20
H -1.00 2.15 0.87
H -0.30 2.48 -0.59